(1)
Formula: C52H100O15
Source: the OMol25 dataset
Level of theory: the ωB97M-V functional and the def2-TZVPD basis

Values from the calculation:
Gap between HOMO and LUMO ... 0.3440 Eh
F_max ... 3.0 eV Å⁻¹
Relative energy (zero: lowest compared OMol25 entry of this formula, charge and spin) ... 8.1 kcal per mole
LUMO energy ... 0.26 eV
Calculated total energy ... -86251.4224 eV
Total charge ... 0
2S+1 ... 1

```
167
C52H100O15 (the ωB97M-V functional and the def2-TZVPD basis)
C -2.224 -14.110 -29.726
C -2.886 -15.145 -28.855
C -3.648 -16.083 -29.814
O -3.142 -15.745 -31.116
C -2.037 -14.854 -31.027
H -1.337 -13.615 -29.337
H -2.938 -13.321 -29.994
H -3.385 -14.756 -27.965
H -2.122 -15.744 -28.340
H -4.709 -15.819 -29.826
H -3.493 -17.143 -29.622
H -2.120 -14.281 -31.956
H -1.115 -15.453 -31.096
C -3.437 -22.150 -26.432
C -3.253 -22.176 -24.925
C -3.467 -23.664 -24.584
O -4.281 -24.186 -25.610
C -3.873 -23.556 -26.838
H -2.514 -21.784 -26.888
H -4.226 -21.460 -26.728
H -4.097 -21.608 -24.547
H -2.266 -21.900 -24.560
H -3.948 -23.795 -23.611
H -2.546 -24.255 -24.472
H -4.675 -23.618 -27.569
H -3.024 -24.117 -27.247
C 2.029 -15.432 -32.074
C 1.842 -16.617 -31.154
C 2.213 -17.781 -32.077
O 3.052 -17.253 -33.099
C 3.226 -15.846 -32.949
H 2.258 -14.538 -31.489
H 1.208 -15.243 -32.767
H 0.899 -16.783 -30.637
H 2.591 -16.580 -30.356
H 1.291 -18.286 -32.379
H 2.837 -18.523 -31.569
H 3.242 -15.385 -33.937
H 4.185 -15.642 -32.457
C 4.231 -15.322 -24.781
C 2.866 -15.969 -24.377
C 2.342 -16.532 -25.705
O 3.395 -16.318 -26.640
C 4.633 -16.327 -25.897
H 4.952 -15.430 -23.967
H 4.152 -14.299 -25.128
H 2.312 -15.186 -23.861
H 2.986 -16.863 -23.763
H 1.577 -15.937 -26.201
H 2.133 -17.603 -25.626
H 5.324 -15.852 -26.591
H 4.962 -17.311 -25.564
C -5.661 -17.406 -24.946
C -4.591 -17.140 -26.009
C -3.621 -18.253 -25.597
O -4.502 -19.331 -25.371
C -5.763 -18.907 -24.843
H -6.580 -16.889 -25.241
H -5.402 -16.950 -23.988
H -4.123 -16.164 -25.844
H -4.934 -17.160 -27.041
H -3.159 -17.964 -24.636
H -2.829 -18.587 -26.262
H -5.919 -19.254 -23.816
H -6.515 -19.415 -25.451
C 5.834 -20.357 -24.654
C 6.724 -21.443 -24.067
C 5.787 -22.660 -24.230
O 4.447 -22.133 -24.185
C 4.454 -20.693 -24.160
H 6.004 -20.411 -25.731
H 6.165 -19.364 -24.335
H 7.027 -21.310 -23.028
H 7.637 -21.534 -24.654
H 5.833 -23.464 -23.495
H 5.992 -23.165 -25.180
H 4.313 -20.257 -23.166
H 3.625 -20.416 -24.811
C -1.926 -19.281 -33.193
C -1.845 -18.770 -31.761
C -2.388 -20.005 -31.014
O -3.408 -20.471 -31.894
C -2.741 -20.557 -33.171
H -0.917 -19.575 -33.503
H -2.317 -18.498 -33.842
H -2.403 -17.851 -31.599
H -0.809 -18.544 -31.495
H -2.863 -19.715 -30.073
H -1.658 -20.741 -30.651
H -3.478 -20.693 -33.962
H -2.166 -21.491 -33.132
C 5.621 -19.821 -30.523
C 5.642 -18.293 -30.455
C 4.970 -18.014 -29.090
O 5.573 -19.019 -28.297
C 5.495 -20.216 -29.020
H 6.483 -20.312 -30.966
H 4.713 -20.124 -31.047
H 5.115 -17.881 -31.320
H 6.632 -17.837 -30.476
H 3.889 -18.152 -29.192
H 5.108 -17.002 -28.722
H 4.567 -20.777 -28.855
H 6.310 -20.902 -28.782
C 1.680 -23.752 -31.548
C 2.009 -22.246 -31.581
C 1.291 -21.845 -32.844
O 1.664 -22.871 -33.755
C 1.513 -24.092 -33.059
H 0.708 -23.999 -31.114
H 2.412 -24.340 -30.996
H 3.079 -22.060 -31.599
H 1.492 -21.641 -30.824
H 1.558 -20.830 -33.148
H 0.197 -21.815 -32.760
H 2.217 -24.859 -33.392
H 0.539 -24.509 -33.344
C 0.567 -24.136 -27.433
C 1.592 -24.951 -26.616
C 0.647 -25.862 -25.887
O -0.167 -26.339 -26.991
C -0.299 -25.302 -27.932
H 1.024 -23.555 -28.234
H 0.003 -23.487 -26.761
H 2.132 -24.261 -25.957
H 2.334 -25.444 -27.240
H -0.083 -25.355 -25.242
H 1.091 -26.610 -25.232
H -1.318 -24.949 -28.126
H 0.058 -25.597 -28.925
C 0.434 -20.116 -22.798
C 0.422 -21.627 -22.518
C 1.223 -21.805 -21.238
O 1.043 -20.578 -20.531
C 1.073 -19.575 -21.518
H -0.605 -19.793 -22.883
H 0.966 -19.709 -23.658
H 0.660 -22.236 -23.389
H -0.581 -21.921 -22.193
H 2.268 -22.031 -21.504
H 0.903 -22.587 -20.553
H 2.110 -19.219 -21.636
H 0.649 -18.607 -21.225
O -0.731 -15.752 -25.689
C -1.356 -15.425 -24.728
O -2.284 -14.425 -24.819
C -3.038 -14.335 -23.602
C -2.558 -15.446 -22.664
C -1.252 -15.912 -23.320
H -4.105 -14.298 -23.836
H -2.880 -13.318 -23.225
H -3.323 -16.173 -22.387
H -2.345 -15.095 -21.650
H -1.137 -16.993 -23.297
H -0.417 -15.383 -22.861
O -1.599 -18.237 -28.444
C -0.566 -18.705 -28.078
O 0.502 -18.970 -28.885
C 1.664 -19.428 -28.181
C 1.085 -19.902 -26.834
C -0.192 -19.069 -26.684
H 2.302 -18.552 -28.062
H 2.193 -20.232 -28.687
H 1.814 -19.808 -26.027
H 0.873 -20.973 -26.834
H 0.063 -18.088 -26.266
H -1.007 -19.567 -26.167
```

---

(2)
Formula: C52H104F12O26
Source: the OMol25 dataset
Level of theory: the ωB97M-V functional and the def2-TZVPD basis

Values from the calculation:
Gap between HOMO and LUMO ... 0.3460 Eh
F_max ... 3.0 eV Å⁻¹
Relative energy (zero: lowest compared OMol25 entry of this formula, charge and spin) ... 45.6 kcal per mole
SMILES ... CCOC(=O)C(F)(F)F.CCOC(=O)C(F)(F)F.CCOC(=O)C(F)(F)F.CCOC(=O)C(F)(F)F.COCCOCCOC.COCCOCCOC.COCCOCCOC.COCCOCCOC.COCCOCCOC.COCCOCCOC
LUMO energy ... 0.46 eV
Calculated total energy ... -141444.2472 eV
Total charge ... 0
2S+1 ... 1

```
194
C52H104F12O26 (the ωB97M-V functional and the def2-TZVPD basis)
C 3.693 -3.712 2.099
O 2.834 -4.433 1.260
C 1.498 -3.970 1.278
C 0.455 -4.819 0.581
O 0.379 -6.166 1.024
C 1.494 -6.941 0.550
C 1.203 -8.421 0.572
O -0.002 -8.663 -0.155
C -0.528 -9.958 0.078
H 3.583 -2.634 1.929
H 4.729 -3.895 1.815
H 3.613 -3.896 3.173
H 1.488 -2.989 0.777
H 1.251 -3.804 2.331
H 0.729 -4.845 -0.483
H -0.543 -4.404 0.703
H 2.348 -6.771 1.201
H 1.593 -6.684 -0.507
H 1.114 -8.774 1.606
H 2.021 -8.964 0.089
H -0.982 -10.098 1.061
H 0.160 -10.767 -0.183
H -1.326 -9.979 -0.671
C -4.726 3.237 0.871
O -5.602 3.212 1.975
C -6.870 2.606 1.699
C -6.857 1.176 1.185
O -6.812 0.286 2.317
C -5.520 0.024 2.847
C -4.656 -0.920 2.002
O -4.310 -0.246 0.808
C -3.606 -1.053 -0.106
H -3.721 3.562 1.130
H -5.146 3.853 0.065
H -4.604 2.245 0.422
H -7.377 3.303 1.014
H -7.393 2.671 2.650
H -6.187 0.968 0.358
H -7.873 0.926 0.855
H -5.725 -0.390 3.840
H -5.053 0.982 3.099
H -5.191 -1.855 1.812
H -3.722 -1.116 2.538
H -3.250 -0.464 -0.950
H -4.284 -1.801 -0.528
H -2.732 -1.478 0.398
C -3.086 -4.142 -8.548
O -2.065 -3.356 -9.118
C -2.140 -1.991 -8.744
C -1.599 -1.725 -7.355
O -2.526 -2.157 -6.376
C -1.942 -2.287 -5.100
C -2.816 -3.108 -4.157
O -2.089 -3.013 -2.932
C -2.546 -3.854 -1.920
H -3.252 -5.051 -9.120
H -4.039 -3.613 -8.414
H -2.908 -4.396 -7.496
H -3.108 -1.492 -8.854
H -1.491 -1.483 -9.461
H -1.331 -0.668 -7.236
H -0.639 -2.249 -7.266
H -1.806 -1.278 -4.687
H -0.920 -2.682 -5.118
H -2.926 -4.138 -4.500
H -3.803 -2.658 -4.032
H -2.154 -4.863 -1.754
H -3.638 -3.972 -1.885
H -2.405 -3.361 -0.951
C -0.157 3.343 2.237
O -0.545 2.712 1.050
C 0.505 2.286 0.229
C 0.119 0.878 -0.339
O 0.246 0.801 -1.738
C 0.097 -0.514 -2.253
C 0.894 -1.629 -1.516
O 2.147 -1.263 -1.019
C 3.190 -2.050 -1.531
H 0.299 4.327 2.076
H 0.530 2.768 2.863
H -1.005 3.580 2.883
H 1.456 2.134 0.749
H 0.734 3.001 -0.571
H -0.899 0.649 -0.011
H 0.877 0.282 0.174
H 0.461 -0.461 -3.282
H -0.965 -0.776 -2.271
H 1.058 -2.341 -2.332
H 0.260 -1.963 -0.689
H 3.358 -1.980 -2.605
H 3.023 -3.094 -1.233
H 4.115 -1.848 -0.990
C 2.921 -8.315 -3.742
O 2.370 -7.174 -4.370
C 3.280 -6.106 -4.475
C 2.569 -4.907 -5.082
O 3.256 -3.696 -4.910
C 2.550 -2.540 -5.251
C 2.217 -2.356 -6.720
O 1.196 -3.276 -7.099
C 1.164 -3.580 -8.492
H 2.117 -9.013 -3.526
H 3.379 -8.040 -2.786
H 3.644 -8.733 -4.448
H 4.134 -6.447 -5.074
H 3.587 -5.868 -3.447
H 1.567 -4.903 -4.632
H 2.351 -5.111 -6.132
H 3.080 -1.628 -4.960
H 1.620 -2.408 -4.678
H 3.093 -2.567 -7.342
H 1.909 -1.319 -6.889
H 1.820 -4.452 -8.591
H 1.477 -2.801 -9.188
H 0.139 -3.870 -8.719
C -0.297 5.542 6.831
O -0.211 5.385 5.438
C 0.772 6.092 4.750
C 0.698 7.608 4.939
O 1.418 7.938 6.110
C 1.627 9.344 6.239
C 1.907 9.699 7.673
O 0.828 9.337 8.507
C 0.835 10.004 9.737
H -0.763 6.500 7.073
H 0.682 5.456 7.315
H -0.906 4.716 7.199
H 0.811 5.925 3.671
H 1.791 5.781 5.020
H -0.344 7.944 4.875
H 1.177 8.099 4.080
H 0.721 9.880 5.942
H 2.451 9.635 5.582
H 1.990 10.794 7.687
H 2.879 9.330 8.015
H -0.123 9.797 10.217
H 0.993 11.086 9.710
H 1.577 9.572 10.422
C 0.700 2.279 6.038
C 1.834 1.263 6.116
O 3.071 1.808 5.671
C 3.628 1.340 4.554
O 3.297 0.390 3.909
C 4.976 2.039 4.257
F 5.945 1.133 4.322
F 4.990 2.628 3.056
F 5.232 3.007 5.158
H 0.411 2.602 5.042
H 1.094 3.164 6.539
H -0.157 1.899 6.594
H 1.664 0.371 5.505
H 1.970 0.892 7.133
C -3.966 1.634 -2.888
C -2.553 2.171 -3.135
O -2.400 3.426 -2.471
C -1.184 3.950 -2.470
O -0.242 3.514 -3.059
C -1.123 5.276 -1.704
F -2.155 6.049 -2.002
F -1.145 5.022 -0.391
F 0.020 5.895 -1.951
H -4.075 0.737 -3.496
H -4.707 2.378 -3.166
H -4.006 1.349 -1.838
H -2.446 2.398 -4.201
H -1.759 1.490 -2.829
C 2.980 2.355 -3.150
C 3.325 3.699 -2.513
O 4.030 4.484 -3.488
C 4.904 5.372 -2.968
O 5.181 5.444 -1.816
C 5.649 6.151 -4.083
F 5.178 7.423 -4.111
F 6.935 6.238 -3.749
F 5.466 5.613 -5.277
H 2.416 1.758 -2.435
H 3.829 1.860 -3.625
H 2.307 2.510 -3.998
H 3.619 3.594 -1.472
H 2.357 4.209 -2.447
C -1.567 -2.989 6.849
C -1.383 -1.483 6.726
O -0.620 -1.161 5.588
C -1.170 -0.698 4.477
O -2.272 -0.268 4.368
C -0.201 -0.826 3.283
F -0.934 -1.277 2.244
F 0.393 0.329 3.001
F 0.768 -1.725 3.460
H -2.179 -3.212 7.726
H -0.650 -3.564 6.987
H -2.111 -3.392 5.991
H -0.850 -1.214 7.637
H -2.414 -1.132 6.734
```